{
  "formula": "C30H61IN3O3Si",
  "method": "wB97M-V/def2-TZVPD",
  "species": ["C", "C", "C", "C", "C", "I", "Si", "C", "C", "C", "C", "C", "C", "C", "N", "O", "H", "H", "H", "H", "H", "H", "H", "H", "H", "H", "H", "H", "H", "H", "H", "H", "H", "H", "H", "H", "H", "H", "H", "H", "H", "C", "C", "C", "C", "C", "C", "N", "O", "C", "C", "C", "H", "H", "H", "H", "H", "H", "H", "H", "H", "H", "H", "H", "H", "H", "H", "H", "H", "H", "C", "C", "C", "C", "C", "C", "N", "O", "C", "C", "C", "H", "H", "H", "H", "H", "H", "H", "H", "H", "H", "H", "H", "H", "H", "H", "H", "H", "H"],
  "positions_angstrom": [[-4.786195, 2.590433, 3.587342], [-3.656447, 1.812700, 4.288439], [-4.266200, 1.203539, 5.574231], [-2.565551, 2.820284, 4.737762], [-1.248522, 2.811295, 3.908322], [-0.597554, 4.907805, 3.784633], [0.148362, 1.823422, 4.785125], [1.054263, 2.986036, 5.988388], [1.444033, 1.108468, 3.618075], [-0.552695, 0.447691, 5.888288], [-1.531575, 2.384561, 2.447199], [-2.323339, 1.058350, 2.281114], [-3.136094, 1.130363, 0.980241], [-1.302022, -0.087244, 2.066747], [-3.130149, 0.680135, 3.487303], [-4.100219, -0.097589, 3.120766], [-5.655684, 1.952311, 3.427183], [-4.474526, 3.107239, 2.679354], [-5.108358, 3.366380, 4.286554], [-3.465553, 0.969928, 6.278926], [-4.892455, 1.952848, 6.064708], [-4.867018, 0.322881, 5.358093], [-3.007551, 3.810657, 4.635902], [-2.338611, 2.695742, 5.799293], [1.604946, 2.378521, 6.715503], [1.758272, 3.652001, 5.492780], [0.296168, 3.544197, 6.545067], [2.417211, 1.030250, 4.110989], [1.575692, 1.696032, 2.706047], [1.190647, 0.095127, 3.297975], [-1.007533, 0.884319, 6.784304], [-1.355086, -0.100971, 5.385115], [0.230850, -0.236388, 6.218083], [-0.571962, 2.290386, 1.936512], [-2.066264, 3.185614, 1.926662], [-2.461562, 1.568590, 0.235021], [-4.005619, 1.783670, 1.047529], [-3.417071, 0.146800, 0.614219], [-0.507283, 0.249339, 1.399347], [-0.891950, -0.435988, 3.014553], [-1.768375, -0.936493, 1.561319], [2.969384, 3.419221, -1.872614], [2.226966, 2.156560, -1.372417], [2.662900, 0.930459, -2.181129], [2.091951, 0.895692, -3.594819], [0.576161, 1.063406, -3.571514], [0.116443, 2.299862, -2.796485], [0.750467, 2.359532, -1.447875], [0.151738, 1.517081, -0.658689], [0.433822, 3.574075, -3.602744], [-1.407341, 2.279832, -2.668550], [2.667365, 1.969858, 0.079000], [3.908779, 3.553975, -1.337069], [3.226699, 3.371841, -2.930092], [2.379483, 4.320379, -1.701380], [2.344593, 0.021276, -1.660681], [3.753989, 0.894999, -2.221715], [2.553799, 1.666697, -4.219634], [2.342495, -0.060461, -4.058210], [0.194306, 1.113758, -4.594144], [0.133830, 0.167449, -3.122535], [0.216274, 4.468989, -3.017399], [-0.185092, 3.609714, -4.499866], [1.464097, 3.631526, -3.944852], [-1.771730, 1.363126, -2.206379], [-1.859709, 2.344278, -3.658171], [-1.763731, 3.127179, -2.079156], [2.351351, 2.814583, 0.696120], [3.753861, 1.902013, 0.125823], [2.270035, 1.054866, 0.516460], [1.260925, -5.646379, -1.369730], [0.954533, -4.207171, -1.849895], [-0.450435, -4.144605, -2.458450], [-0.548456, -4.795305, -3.836585], [0.515572, -4.235800, -4.777746], [1.931953, -4.315237, -4.202882], [1.991041, -3.753268, -2.823093], [1.984415, -2.456322, -2.883643], [2.419958, -5.776922, -4.213983], [2.895183, -3.567629, -5.125484], [0.985730, -3.337340, -0.590921], [0.940660, -5.786827, -0.337789], [0.748029, -6.410175, -1.953291], [2.331111, -5.853351, -1.396476], [-0.758820, -3.097468, -2.546934], [-1.158024, -4.617520, -1.773896], [-0.455715, -5.882202, -3.757540], [-1.539214, -4.607865, -4.255797], [0.483379, -4.768661, -5.730803], [0.271627, -3.191670, -5.000777], [3.381004, -5.869329, -3.705837], [2.557712, -6.115089, -5.241501], [1.723633, -6.475955, -3.757567], [2.592727, -2.534336, -5.290059], [2.922971, -4.054949, -6.100091], [3.908065, -3.568158, -4.719110], [1.980039, -3.336892, -0.140151], [0.279964, -3.729094, 0.141186], [0.699731, -2.305295, -0.791999]],
  "forces_ev_per_angstrom": [[-0.0072, 0.0124, 0.1886], [-0.3186, 0.1793, 1.6139], [0.2519, 0.2951, -0.0168], [0.4669, 0.1962, -0.5170], [-0.5699, -0.3597, -0.2481], [0.1064, -0.2391, -0.1322], [0.8524, 0.1301, 0.7512], [-0.3765, -0.6307, -0.0525], [-0.1490, -0.1801, -0.2227], [-0.4658, 0.4068, -0.2904], [-0.1708, 0.3070, 0.5996], [1.5687, -0.8398, -0.4180], [0.2526, 0.5088, -0.0708], [-0.1969, -0.0981, -0.1515], [-1.6198, 1.1896, -1.9034], [0.6726, -0.5222, 0.7261], [0.1619, -0.0718, -0.3271], [-0.0146, -0.1970, -0.0715], [0.0505, -0.0105, -0.0453], [-0.1046, -0.3105, -0.0761], [-0.0125, -0.0391, -0.0646], [0.0393, 0.0336, -0.0318], [-0.0462, -0.0432, 0.1169], [0.0052, -0.0271, -0.0497], [-0.0154, -0.0063, -0.0884], [-0.1361, 0.1290, 0.0531], [0.2210, 0.2215, -0.0128], [-0.0931, 0.1947, 0.1040], [0.0203, 0.0599, 0.0940], [-0.0487, 0.0860, 0.0051], [0.1179, 0.0089, -0.0284], [0.1919, -0.1715, 0.0297], [-0.0017, -0.0116, -0.1286], [-0.1496, -0.0472, -0.2038], [-0.1028, -0.0315, 0.1632], [-0.0469, -0.0768, 0.0285], [-0.0495, -0.1289, 0.0626], [-0.2019, 0.0071, 0.1973], [0.0471, 0.0179, 0.1278], [0.0670, 0.0399, -0.0638], [-0.1349, -0.0122, 0.2766], [-0.0757, 0.1330, -0.1776], [1.3895, 0.9983, 0.0393], [-0.3130, -0.3498, -0.1966], [0.0340, 0.0528, -0.0482], [0.2914, -0.3992, 0.1380], [-0.4850, 1.1602, -1.1680], [-0.2924, -2.3734, 0.1391], [-0.0797, 0.7232, 0.2734], [0.2483, 0.0750, -0.0212], [-0.1104, -0.2329, 0.4238], [-0.4435, -0.2065, 0.2580], [-0.0199, -0.1528, 0.0565], [-0.0898, 0.0170, -0.0056], [-0.0250, -0.0330, -0.0039], [-0.0686, 0.0580, 0.0388], [0.0128, 0.1197, 0.0987], [-0.0293, 0.0416, 0.0407], [-0.0018, -0.0034, 0.0418], [-0.0874, 0.1350, 0.0393], [-0.0028, 0.0700, 0.1201], [0.0089, -0.0289, 0.0311], [-0.0793, -0.1088, 0.0617], [0.0038, -0.0044, 0.0778], [0.0898, 0.0438, 0.0780], [0.1369, 0.0499, -0.0628], [0.0331, -0.0109, 0.0160], [-0.0030, 0.0060, -0.0268], [0.0154, 0.0665, -0.1436], [-0.1067, 0.0567, -0.0511], [0.0667, -0.1657, -0.1285], [-0.0912, -1.1782, 1.2496], [-0.1113, 0.1709, -0.4561], [0.0685, -0.0298, 0.0421], [-0.4145, 0.1894, 0.1988], [0.7757, -1.2693, -0.8048], [-1.5350, 1.6576, -0.6633], [0.6392, -0.1729, 0.2074], [-0.1110, -0.1685, 0.1553], [0.0207, 0.4645, 0.1551], [0.1677, 0.4803, -0.1774], [-0.0830, 0.1406, -0.0151], [0.0701, 0.0192, -0.0559], [-0.0091, 0.0311, -0.0314], [0.1291, 0.0342, 0.0295], [0.1010, -0.0091, 0.1024], [0.0369, 0.0133, 0.0122], [0.0071, -0.0210, 0.0075], [0.1465, -0.0137, 0.0051], [0.1138, 0.0370, 0.0891], [-0.0175, 0.0358, 0.0207], [-0.0103, 0.1410, -0.0375], [0.0209, 0.0494, 0.0585], [0.0060, -0.0109, 0.1315], [-0.0702, -0.1280, 0.0590], [-0.0270, 0.0060, 0.0335], [0.0015, -0.0080, -0.0228], [-0.0062, -0.1450, -0.0754], [0.1037, -0.0220, -0.0789]],
  "homo_energy_ev": [-8.57, -9.08],
  "s_squared": 3.76,
  "spin_multiplicity": 4,
  "orbital_gap_ev": [9.1, 9.2],
  "energy_ev": -58686.6024
}